No. 1
37
Properties=species:S:1:pos:R:3:forces:R:3 method="wB97M-V/def2-TZVPD" de_lowest_kj_mol=328.4 orbital_gap_ev="4.52 / 4.52" e_lumo_ev="-12.81 / -12.81" charge=+3 homo_ha="-0.637 / -0.637"
Re 0.825 -1.475 0.774 1.780 1.303 1.236
S 5.089 -1.101 2.407 -0.325 -1.670 -0.213
Sb 4.618 -3.253 2.010 0.685 -0.300 0.663
S 2.495 -2.800 0.301 -2.177 0.788 -0.103
S 1.361 -0.541 2.604 -0.868 -1.145 -2.585
S 4.576 -5.482 2.050 0.069 1.917 -0.055
N -2.006 -1.938 2.804 -0.090 -0.063 -0.128
C -2.138 -2.168 1.507 -0.222 -0.035 0.159
N -1.116 -2.118 0.613 0.941 0.019 0.155
C -1.552 -2.485 -0.680 -0.332 -0.205 -0.600
C -0.751 -2.659 -1.807 0.029 0.179 0.383
C -1.354 -3.003 -3.006 -0.009 -0.008 -0.057
C -2.731 -3.176 -3.084 -0.019 0.001 0.006
C -3.536 -3.033 -1.960 -0.034 -0.042 -0.024
C -2.925 -2.708 -0.764 0.224 0.143 0.199
S -3.671 -2.524 0.817 0.228 0.013 -0.038
H -1.107 -1.837 3.243 0.042 -0.015 0.034
H -2.803 -2.051 3.415 0.009 0.056 0.047
H 0.332 -2.573 -1.747 -0.022 -0.077 -0.133
H -0.742 -3.153 -3.885 -0.011 0.004 -0.003
H -3.183 -3.443 -4.029 -0.011 0.002 0.004
H -4.606 -3.180 -2.023 0.001 -0.029 0.003
O 0.264 6.740 0.522 -0.052 0.595 0.217
C 1.310 5.945 0.530 0.375 -0.805 -0.180
O 2.415 6.263 0.851 -0.130 0.209 -0.010
C 1.139 4.475 0.174 -0.098 0.281 0.292
C 0.366 3.654 1.011 -0.076 -0.204 -0.135
C 0.267 2.311 0.740 -0.020 0.041 0.193
C 0.965 1.775 -0.361 -0.349 -0.365 -0.009
S 0.821 0.132 -0.870 0.527 -0.471 1.221
C 1.766 2.596 -1.180 0.068 0.110 -0.246
C 1.877 3.935 -0.882 -0.039 -0.087 -0.166
H -0.565 6.373 0.197 0.011 -0.214 -0.119
H -0.163 4.076 1.856 -0.023 0.035 -0.032
H -0.361 1.675 1.350 -0.051 0.015 -0.002
H 2.305 2.180 -2.022 -0.027 -0.011 -0.007
H 2.519 4.570 -1.478 -0.006 0.036 0.032

***

No. 2
33
Properties=species:S:1:pos:R:3:forces:R:3 method="wB97M-V/def2-TZVPD" de_lowest_kj_mol=9.6 orbital_gap_ev=8.77 e_lumo_ev=0.16 charge=0 homo_ha=-0.317 smiles="O=C(CSc1nnc(-c2cccnc2)o1)Nc1ccccn1"
O 0.339 2.976 -0.557 0.055 0.131 0.195
C -0.137 2.372 -1.486 -0.234 0.079 -0.348
N -1.181 1.506 -1.404 -0.267 -0.045 -0.227
C -1.788 0.982 -0.260 -0.101 -0.025 0.351
N -2.723 0.084 -0.550 0.146 0.132 -0.398
C -3.333 -0.532 0.446 -0.066 -0.077 0.248
C -3.041 -0.288 1.778 0.032 0.072 0.078
C -2.070 0.658 2.072 -0.155 -0.140 -0.183
C -1.426 1.319 1.041 0.100 0.083 0.011
H -0.667 2.060 1.227 0.026 0.035 -0.024
H -1.813 0.882 3.097 0.025 0.021 0.069
H -3.556 -0.822 2.560 -0.063 -0.069 0.052
H -4.082 -1.254 0.153 -0.070 -0.090 0.077
H -1.551 1.084 -2.247 0.158 0.076 0.096
C 0.401 2.502 -2.912 0.640 -0.091 0.118
H 0.090 1.679 -3.554 -0.087 0.082 0.045
H 0.081 3.451 -3.344 -0.020 -0.032 0.005
S 2.229 2.592 -2.906 -0.379 0.286 -0.336
C 2.577 1.328 -1.788 0.431 -0.257 0.261
N 3.725 1.081 -1.234 -0.215 1.390 -1.146
N 3.534 0.048 -0.402 -0.668 -1.381 0.905
C 2.286 -0.301 -0.479 0.848 0.373 -0.139
C 1.616 -1.324 0.284 -0.457 -0.421 0.274
C 2.285 -1.969 1.327 -0.205 0.092 -0.192
C 1.596 -2.911 2.066 -0.033 0.068 -0.084
C 0.268 -3.165 1.743 0.183 -0.106 0.189
N -0.365 -2.571 0.746 -0.493 -0.224 -0.040
C 0.290 -1.681 0.030 0.410 0.296 -0.136
H -0.261 -1.232 -0.785 0.020 0.104 -0.088
H -0.317 -3.882 2.303 0.039 -0.086 0.110
H 2.073 -3.434 2.880 0.023 -0.045 0.074
H 3.313 -1.713 1.532 0.096 0.009 0.054
O 1.611 0.476 -1.375 0.282 -0.241 0.129

***

No. 3
35
Properties=species:S:1:pos:R:3:forces:R:3 method="wB97M-V/def2-TZVPD" de_lowest_kj_mol=0.3 orbital_gap_ev=7.14 e_lumo_ev=-5.21 charge=+1 homo_ha=-0.454
Au 1.103 1.853 0.015 -0.033 0.003 -0.038
Cl 4.056 -0.410 -0.031 0.003 0.037 0.003
C 4.213 1.300 -0.015 -0.013 0.022 -0.001
C 3.093 2.109 0.001 0.033 -0.098 0.033
C 3.265 3.471 0.014 0.020 -0.082 -0.001
Cl 1.696 4.298 0.035 0.044 0.028 -0.008
C 4.481 4.114 0.010 -0.057 0.116 0.000
Cl 4.565 5.820 0.027 0.006 -0.026 -0.001
C 5.612 3.294 -0.007 0.029 -0.094 0.000
Cl 7.160 4.012 -0.012 0.009 0.018 0.000
C 5.479 1.898 -0.019 0.020 0.075 -0.002
Cl 6.878 0.918 -0.040 0.011 -0.010 0.000
C -3.122 -3.049 -1.543 0.016 -0.012 -0.024
Si -2.193 -2.590 0.003 -0.064 0.001 -0.001
C -0.491 -3.345 0.014 0.059 0.062 0.000
C -3.139 -3.044 1.540 0.016 -0.012 0.024
C -2.090 -0.680 0.001 0.076 0.026 -0.001
C -3.272 0.066 -0.007 -0.012 0.072 0.001
C -3.283 1.459 -0.009 -0.072 -0.079 -0.003
C -2.081 2.129 -0.003 0.074 -0.119 0.001
N -0.938 1.434 0.004 -0.152 0.238 0.028
C -0.939 0.091 0.006 0.055 -0.081 0.005
S 0.770 -0.404 0.016 -0.010 -0.042 -0.015
H -3.241 -4.133 -1.600 -0.013 0.007 -0.003
H -2.586 -2.726 -2.438 -0.010 -0.003 0.002
H -4.119 -2.607 -1.567 -0.001 -0.006 -0.005
H -0.602 -4.432 0.015 0.010 -0.007 0.000
H 0.083 -3.080 0.905 -0.011 -0.023 0.003
H 0.093 -3.082 -0.871 -0.012 -0.023 -0.003
H -3.259 -4.128 1.599 -0.013 0.008 0.003
H -4.137 -2.602 1.551 -0.001 -0.006 0.005
H -2.614 -2.719 2.440 -0.010 -0.003 -0.002
H -4.222 -0.456 -0.012 -0.005 0.012 0.000
H -4.210 2.013 -0.015 0.002 -0.001 0.000
H -2.008 3.208 -0.004 0.008 0.001 0.001

***

No. 4
42
Properties=species:S:1:pos:R:3:forces:R:3 method="wB97M-V/def2-TZVPD" de_lowest_kj_mol=69.3 orbital_gap_ev=6.26 e_lumo_ev=-5.36 charge=+1 homo_ha=-0.427
W -0.451 0.122 0.328 0.104 -1.185 -0.986
O -0.079 -1.520 -1.626 0.246 0.338 0.313
C 0.755 -2.650 -1.323 0.177 0.015 0.158
C 1.888 -2.179 -0.434 -0.081 0.038 -0.306
N 1.389 -1.592 0.823 -0.183 0.447 -0.031
C 2.397 -0.793 1.525 0.008 0.140 -0.047
C 1.745 0.386 2.259 0.765 -0.351 -0.276
O 2.327 1.129 2.969 -0.170 0.029 0.092
O 0.427 0.490 1.960 -1.138 0.618 0.521
C 0.781 -2.604 1.695 -0.302 0.007 -0.052
C -0.707 -2.713 1.385 0.566 -0.031 0.204
O -1.386 -3.669 1.565 -0.107 -0.003 0.014
O -1.149 -1.552 0.884 -0.745 -0.611 0.156
H -0.677 -1.759 -2.340 -0.349 0.096 0.040
H 1.192 -3.036 -2.244 -0.060 -0.038 -0.024
H 0.160 -3.437 -0.855 -0.006 -0.034 -0.048
H 2.455 -1.417 -0.965 0.007 0.000 0.047
H 2.546 -3.028 -0.229 0.027 0.018 0.066
H 3.095 -0.363 0.807 -0.027 0.017 -0.022
H 2.979 -1.374 2.240 -0.045 -0.042 0.022
H 0.867 -2.296 2.738 -0.003 0.012 0.006
H 1.243 -3.585 1.586 0.091 0.014 0.000
Br 0.961 5.912 -3.289 -0.004 -0.038 0.051
C 1.094 4.253 -2.425 -0.061 0.059 0.029
C 2.254 3.478 -2.576 0.043 -0.128 0.034
Br 3.699 4.089 -3.602 -0.042 0.004 0.023
C 2.340 2.225 -1.969 0.124 -0.073 -0.053
Br 3.823 1.086 -2.125 0.035 -0.029 -0.005
C 1.269 1.788 -1.220 -0.386 0.452 0.102
O 1.141 0.576 -0.641 -0.191 0.135 -0.022
C 0.136 2.574 -1.026 0.519 -0.504 -0.115
O -0.780 1.937 -0.274 -0.024 0.172 -0.011
C 0.024 3.805 -1.643 -0.149 0.260 0.001
Br -1.553 4.786 -1.404 0.017 -0.074 0.044
C -5.512 0.049 1.734 -0.047 0.152 0.249
O -4.764 -0.127 0.512 -0.048 -0.168 -0.140
C -3.498 0.119 0.451 0.077 0.455 -0.108
S -2.590 0.755 1.748 0.726 -0.208 -0.659
S -2.734 -0.125 -1.055 0.577 0.117 0.902
H -6.362 -0.619 1.652 0.002 0.010 -0.032
H -5.842 1.083 1.806 0.024 0.000 -0.078
H -4.906 -0.206 2.601 0.036 -0.090 -0.058

***

No. 5
38
Properties=species:S:1:pos:R:3:forces:R:3 method="wB97M-V/def2-TZVPD" de_lowest_kj_mol=15.4 orbital_gap_ev=3.88 e_lumo_ev=3.75 charge=-2 homo_ha=-0.005
K -0.811 -0.382 0.505 -0.141 -0.065 0.044
O -8.443 0.261 0.334 0.007 0.000 -0.001
C -7.234 0.085 0.386 -0.069 0.020 -0.011
S -6.238 0.404 1.788 0.029 -0.002 0.044
C -4.655 -0.081 1.138 -0.025 0.024 0.035
C -4.667 -0.513 -0.145 -0.013 -0.001 -0.021
S -3.380 -1.088 -1.178 0.053 0.032 0.007
S -6.257 -0.516 -0.936 0.023 -0.027 -0.032
S -3.359 0.092 2.296 0.040 -0.023 -0.044
Cl 7.058 -2.338 -0.797 0.025 -0.005 -0.010
C 5.453 -1.905 -0.237 -0.031 0.004 0.003
C 5.316 -1.217 0.980 -0.016 -0.004 -0.009
C 4.075 -0.885 1.437 -0.008 0.008 -0.021
Cl 3.934 -0.033 2.946 -0.005 0.006 0.016
C 2.833 -1.198 0.736 -0.031 -0.045 0.101
O 1.720 -0.912 1.206 0.175 0.037 -0.079
C 3.057 -1.877 -0.524 -0.004 -0.029 -0.044
C 1.972 -2.196 -1.431 -0.037 0.028 0.028
O 0.805 -1.864 -1.361 0.032 -0.016 -0.014
C 4.343 -2.229 -0.965 -0.020 0.033 0.039
H 6.192 -0.954 1.557 0.000 0.005 0.000
H 2.306 -2.805 -2.305 -0.011 -0.001 -0.002
H 4.445 -2.753 -1.909 0.003 -0.003 -0.004
C 2.933 1.581 -1.718 0.024 0.031 0.018
N 1.857 1.186 -2.607 0.013 -0.015 0.061
C 2.267 0.456 -3.782 0.023 -0.082 -0.054
C 0.573 1.172 -2.121 0.006 -0.016 -0.051
C -0.501 0.568 -2.991 -0.011 0.006 -0.036
O 0.318 1.648 -1.025 -0.018 0.044 0.021
H 3.659 2.185 -2.268 0.001 0.008 -0.006
H 3.446 0.707 -1.303 0.005 0.008 -0.026
H 2.520 2.159 -0.897 -0.008 -0.010 -0.011
H 3.084 0.991 -4.273 -0.012 0.024 0.007
H 1.451 0.357 -4.490 -0.015 0.020 0.008
H 2.630 -0.549 -3.534 0.001 0.020 0.017
H -0.594 1.112 -3.935 0.028 -0.003 0.001
H -1.455 0.599 -2.465 0.024 -0.005 0.032
H -0.268 -0.475 -3.206 -0.037 -0.009 -0.007

***

No. 6
34
Properties=species:S:1:pos:R:3:forces:R:3 method="wB97M-V/def2-TZVPD" orbital_gap_ev=8.17 e_lumo_ev=-0.86 charge=0 homo_ha=-0.332 smiles="C[C@@H](Oc1cccc(Cl)c1)C(=O)Nc1ccc([N+](=O)[O-])cn1"
C -0.585 -3.297 1.123 -0.101 0.267 0.002
H -1.083 -4.176 0.726 -0.070 -0.081 -0.012
H -0.518 -3.375 2.204 -0.034 -0.029 0.108
H 0.416 -3.214 0.710 -0.005 -0.066 0.006
C -1.382 -2.044 0.757 -0.195 -0.491 0.167
C -1.581 -2.001 -0.757 0.113 0.159 0.097
O -2.520 -2.555 -1.277 -0.165 -0.128 0.087
N -0.714 -1.271 -1.538 -0.189 -0.053 -0.685
C 0.492 -0.671 -1.243 0.686 0.414 0.035
N 1.273 -1.249 -0.337 -0.299 -0.291 -0.451
C 2.404 -0.670 -0.008 0.520 0.498 0.102
C 2.822 0.528 -0.581 -1.088 -0.453 -0.422
C 2.038 1.116 -1.575 0.293 -0.138 0.201
C 0.859 0.501 -1.925 -0.019 -0.236 0.224
H 0.213 0.919 -2.680 -0.092 0.092 -0.041
H 2.364 2.036 -2.036 -0.008 0.017 -0.024
N 4.051 1.147 -0.168 0.277 0.098 0.068
O 4.649 0.639 0.757 0.206 -0.092 0.247
O 4.409 2.136 -0.770 0.146 0.276 -0.100
H 3.010 -1.171 0.734 0.096 0.062 0.024
H -1.071 -1.117 -2.476 -0.015 -0.072 0.217
O -0.704 -0.939 1.317 -0.121 0.054 0.191
C -1.103 0.327 1.039 -0.073 0.509 0.098
C -0.250 1.340 1.487 -0.035 -0.281 0.001
C -0.544 2.661 1.229 -0.028 -0.091 -0.023
C -1.686 3.009 0.523 -0.145 0.026 -0.086
C -2.532 2.001 0.096 0.302 0.027 0.141
C -2.261 0.665 0.346 -0.009 -0.220 0.092
H -2.954 -0.086 0.001 -0.100 -0.052 -0.030
Cl -3.963 2.403 -0.786 -0.180 0.052 -0.105
H -1.917 4.040 0.312 -0.054 0.095 -0.033
H 0.123 3.435 1.577 0.073 0.074 0.041
H 0.635 1.056 2.034 0.130 -0.029 0.076
H -2.394 -2.121 1.185 0.181 0.083 -0.216

***

No. 7
35
Properties=species:S:1:pos:R:3:forces:R:3 method="wB97M-V/def2-TZVPD" de_lowest_kj_mol=82.2 orbital_gap_ev="5.89 / 5.21" s2=6.036 e_lumo_ev="-3.96 / -6.55" charge=+1 homo_ha="-0.362 / -0.432" spin_multiplicity=5
Ir -0.419 0.856 2.131 -0.692 -0.416 -0.336
C 4.001 -0.422 2.203 0.169 0.008 -0.250
C 3.308 -0.468 0.884 -0.627 -0.314 0.544
N 3.983 -0.658 -0.210 2.271 -0.182 -0.391
C 3.440 -0.739 -1.417 0.356 0.002 1.190
C 2.092 -0.555 -1.615 -2.199 0.225 0.027
C 1.476 -0.878 -2.968 0.224 -0.122 0.287
O 0.626 0.118 -3.477 -0.184 0.438 -0.357
C 1.267 -0.246 -0.488 0.732 0.002 -0.301
C -0.065 0.111 -0.664 -0.599 0.033 -0.610
N -1.029 0.277 0.287 1.001 -0.136 0.566
C -2.337 0.252 -0.134 -1.533 0.113 -0.168
C -2.734 -0.267 -1.390 0.392 0.092 0.428
C -4.051 -0.296 -1.788 -0.286 0.158 0.239
C -5.056 0.168 -0.947 0.151 -0.029 -0.042
C -4.716 0.677 0.296 0.008 0.110 0.099
C -3.391 0.713 0.678 0.484 0.181 -0.050
I -2.898 1.646 2.555 0.214 -0.491 -0.875
C 1.881 -0.334 0.830 0.356 -0.129 -0.954
O 1.209 -0.311 1.913 -0.307 0.349 0.356
H 5.036 -0.725 2.076 0.006 0.018 -0.031
H 3.507 -1.077 2.918 -0.086 0.027 0.039
H 3.980 0.593 2.604 -0.066 0.046 0.068
H 4.112 -0.990 -2.224 0.034 -0.061 -0.189
H 0.845 -1.765 -2.841 0.128 0.043 -0.047
H 2.264 -1.130 -3.685 -0.009 -0.028 0.094
H 1.135 0.824 -3.893 0.003 -0.110 0.064
H -0.353 0.298 -1.690 -0.057 0.023 0.169
H -1.986 -0.671 -2.052 0.043 -0.060 -0.054
H -4.303 -0.683 -2.762 0.002 -0.081 -0.071
H -6.089 0.144 -1.251 -0.117 -0.006 -0.025
H -5.477 1.066 0.952 -0.144 0.010 0.075
O -0.237 1.336 6.197 0.155 -0.018 0.504
S 0.723 1.710 5.192 -0.877 -0.203 -0.955
N 0.252 1.429 3.780 1.054 0.506 0.956

***

No. 8
32
Properties=species:S:1:pos:R:3:forces:R:3 method="wB97M-V/def2-TZVPD" de_lowest_kj_mol=969.4 orbital_gap_ev=6.74 e_lumo_ev=-1.03 charge=0 homo_ha=-0.286
O 3.237 1.279 2.813 0.887 0.173 -1.940
N 3.827 1.389 1.712 1.550 -0.226 3.679
O 5.070 1.392 1.655 -2.053 0.076 -0.886
C 3.003 1.506 0.560 -1.810 0.245 -1.987
C 3.522 1.668 -0.734 0.146 0.179 0.531
C 2.642 1.737 -1.807 -1.062 -0.135 -0.313
C 1.246 1.546 -1.624 0.751 -0.047 0.526
C 0.724 1.380 -0.328 0.780 -0.399 -0.039
C -0.690 1.034 -0.075 -2.368 0.190 -3.183
N -1.397 2.097 0.720 -0.452 0.530 0.180
O -2.536 2.492 0.389 1.988 -1.161 0.455
O -0.760 2.559 1.681 -1.092 -0.703 -1.074
C 1.604 1.432 0.744 1.413 -0.576 0.236
H 4.596 1.770 -0.874 -0.256 -0.055 0.039
H 3.013 1.933 -2.824 -0.104 -0.222 0.615
H 0.554 1.505 -2.460 0.237 0.115 -0.050
H -1.251 0.768 -0.999 0.321 1.437 0.436
H 1.258 1.290 1.750 -0.125 0.066 0.154
C -1.086 -0.740 0.517 1.681 2.576 1.209
C -0.418 -1.753 -0.250 0.766 -1.369 -0.848
C -0.890 -2.928 -0.786 1.818 1.639 0.073
C -2.206 -3.405 -0.872 -2.875 -0.222 0.369
C -3.345 -2.869 -0.296 1.212 -1.892 -1.714
C -3.439 -1.722 0.504 0.397 2.293 1.028
C -2.468 -0.811 0.859 -2.075 -0.623 0.489
H -0.446 -0.152 1.193 -0.219 -2.396 1.459
H 0.662 -1.591 -0.336 -0.277 -0.152 -0.015
H -0.146 -3.571 -1.276 -0.176 0.395 0.305
H -2.352 -4.302 -1.485 0.061 0.312 0.357
H -4.286 -3.395 -0.496 0.410 0.166 0.093
H -4.454 -1.502 0.867 0.615 -0.083 0.056
H -2.788 -0.036 1.557 -0.089 -0.133 -0.239

***

| no. | total energy (eV) |
| --- | --- |
| 1 | -95421.3016 |
| 2 | -37077.0621 |
| 3 | -101214.1250 |
| 4 | -336243.9714 |
| 5 | -109108.1162 |
| 6 | -39893.1446 |
| 7 | -47088.8975 |
| 8 | -25873.3848 |